{
  "formula": "C44H60F3N3O4Si",
  "method": "ωB97M-V/def2-TZVPD",
  "lumo_ev": 0.47,
  "spin_multiplicity": 1,
  "e_tot_ha": -2766.87770,
  "largest_force_ev_per_a": 2.007,
  "smiles": "CC(=O)NCCCCN(C(=O)OCCCCCCCC[Si](C)(C)c1ccccc1)N(C)C(C)=O.Fc1ccccc1.Fc1ccccc1.Fc1ccccc1",
  "species": ["C", "C", "O", "N", "C", "C", "C", "C", "N", "C", "O", "O", "C", "C", "C", "C", "C", "C", "C", "C", "Si", "C", "C", "C", "C", "C", "C", "C", "C", "N", "C", "C", "C", "O", "H", "H", "H", "H", "H", "H", "H", "H", "H", "H", "H", "H", "H", "H", "H", "H", "H", "H", "H", "H", "H", "H", "H", "H", "H", "H", "H", "H", "H", "H", "H", "H", "H", "H", "H", "H", "H", "H", "H", "H", "H", "H", "H", "H", "H", "F", "C", "C", "C", "C", "C", "C", "H", "H", "H", "H", "H", "F", "C", "C", "C", "C", "C", "C", "H", "H", "H", "H", "H", "F", "C", "C", "C", "C", "C", "C", "H", "H", "H", "H", "H"],
  "coordinates": [[-5.02985, -2.91566, -2.07103], [-3.86687, -3.26208, -2.99270], [-3.90843, -2.87423, -4.15061], [-2.79209, -4.04200, -2.54213], [-1.98175, -3.37259, -1.47451], [-1.84304, -4.24778, -0.21801], [-1.28641, -5.64757, -0.54726], [0.18645, -5.85260, -0.09894], [1.04935, -4.66413, -0.31109], [1.94051, -4.65424, 0.86173], [2.73667, -5.55346, 1.00878], [1.81047, -3.61645, 1.69749], [2.60112, -3.81855, 2.88810], [2.36506, -2.65780, 3.89197], [3.68163, -2.26600, 4.60580], [3.49323, -1.89220, 6.11785], [4.41741, -0.70115, 6.49641], [3.69885, 0.54395, 7.08733], [2.43817, 1.01377, 6.32616], [2.54260, 0.88418, 4.77505], [1.71164, 2.29141, 3.83647], [-0.14292, 2.34660, 4.29938], [2.44679, 3.97316, 4.29240], [1.79578, 2.12119, 1.93415], [0.91272, 1.30157, 1.25693], [0.99811, 1.22488, -0.12482], [1.93147, 1.93623, -0.84312], [2.83180, 2.73777, -0.16547], [2.79239, 2.86951, 1.22193], [1.95415, -4.83177, -1.43166], [1.25534, -5.24239, -2.66341], [2.49955, -3.49350, -1.70996], [1.63433, -2.34929, -2.24644], [3.67458, -3.28379, -1.51914], [-4.89042, -1.91251, -1.65093], [-5.18750, -3.65749, -1.27982], [-5.94117, -2.88580, -2.67467], [-2.19372, -4.14014, -3.35672], [-2.49854, -2.44210, -1.21124], [-0.99125, -3.19007, -1.90437], [-2.87165, -4.40006, 0.14943], [-1.29212, -3.75170, 0.58896], [-1.85617, -6.46623, -0.09036], [-1.29812, -5.82931, -1.63106], [0.13701, -5.99594, 0.99190], [0.62929, -6.77964, -0.48582], [3.67216, -3.83962, 2.66862], [2.27630, -4.74117, 3.38123], [1.95819, -1.82483, 3.30179], [1.63995, -2.97848, 4.64879], [4.21187, -1.46870, 4.07653], [4.33111, -3.15591, 4.56460], [2.43089, -1.64820, 6.24242], [3.71892, -2.76679, 6.73799], [5.06462, -0.36982, 5.67689], [5.10319, -1.05771, 7.28090], [4.42493, 1.37364, 7.03521], [3.49418, 0.38994, 8.15421], [1.60180, 0.39078, 6.67785], [2.17021, 2.04295, 6.60980], [3.58218, 0.75432, 4.44823], [1.97938, -0.02493, 4.51834], [-0.37058, 1.77316, 5.20501], [-0.72170, 1.94606, 3.45737], [-0.40376, 3.40318, 4.43431], [3.44026, 4.13422, 3.85573], [2.53146, 4.07993, 5.38102], [1.77150, 4.74680, 3.89941], [0.14847, 0.72236, 1.77079], [0.30522, 0.57582, -0.66183], [1.98445, 1.87725, -1.92688], [3.59433, 3.29727, -0.70665], [3.48758, 3.51293, 1.75020], [0.25449, -4.80664, -2.78619], [1.90319, -4.99055, -3.51233], [1.21215, -6.33891, -2.66411], [1.06309, -1.85557, -1.44964], [2.29796, -1.57938, -2.65463], [0.96069, -2.63899, -3.06250], [-1.16509, 5.61623, 2.81529], [-1.06338, 5.61775, 1.47131], [-2.18771, 5.36058, 0.70964], [-2.07555, 5.35641, -0.67718], [-0.84047, 5.58851, -1.27139], [0.26565, 5.84216, -0.47209], [0.15627, 5.86686, 0.89468], [-3.13325, 5.16172, 1.19719], [-2.94387, 5.16117, -1.28947], [-0.74315, 5.56780, -2.34914], [1.23323, 6.01940, -0.92482], [1.01785, 6.06603, 1.51951], [0.09579, -5.76634, -9.12296], [-0.87367, -5.21809, -8.36476], [-2.17786, -5.23985, -8.81812], [-3.17546, -4.67824, -8.03262], [-2.85707, -4.09518, -6.81245], [-1.53988, -4.07834, -6.37656], [-0.53923, -4.64755, -7.15273], [-2.40515, -5.69191, -9.77491], [-4.20246, -4.69521, -8.37287], [-3.63142, -3.65412, -6.20374], [-1.29067, -3.61842, -5.42814], [0.49255, -4.65080, -6.82482], [-3.38753, 6.63015, -3.11699], [-3.85480, 7.87166, -2.87668], [-3.05256, 8.77179, -2.20402], [-3.53224, 10.05067, -1.96082], [-4.80627, 10.40794, -2.38275], [-5.60049, 9.48776, -3.05351], [-5.12147, 8.21068, -3.30822], [-2.06574, 8.47039, -1.87629], [-2.91181, 10.76874, -1.44109], [-5.17963, 11.40502, -2.18806], [-6.59468, 9.76439, -3.37889], [-5.72193, 7.48182, -3.83690]],
  "mulliken_charge": [-1.148, 0.476, -0.598, -0.149, 0.146, -0.676, -0.685, -1.215, 0.887, 0.060, -0.553, -0.153, -0.798, -0.133, -0.812, -0.800, -0.839, -1.128, -0.968, 0.120, 0.169, -1.143, -1.142, 1.139, -0.391, -0.532, -0.812, -0.606, -0.558, -0.022, -1.241, 0.419, -0.468, -0.560, 0.295, 0.326, 0.376, 0.194, 0.439, -0.453, 0.386, 0.318, 0.404, 0.449, 0.496, 0.321, 0.410, 0.289, 0.000, 0.339, 0.338, 0.701, 0.370, 0.516, 0.413, 0.443, 0.334, 0.384, 0.391, 0.496, 0.539, -0.405, 0.372, 0.313, 0.294, 0.342, 0.360, 0.253, 0.321, 0.515, 0.471, 0.392, 0.249, 0.367, 0.436, 0.350, -0.003, 0.434, 0.073, -0.388, 0.541, -0.647, -0.340, -0.854, -0.249, -0.347, 0.454, 0.521, 0.514, 0.410, 0.384, -0.319, 0.348, -0.456, -0.384, -0.547, -0.145, -0.596, 0.411, 0.376, 0.494, 0.438, 0.432, -0.309, 0.319, -0.167, -0.441, -0.496, -0.360, -0.455, 0.430, 0.359, 0.366, 0.354, 0.415]
}